No. 1
10
Properties=species:S:1:pos:R:3 method="wB97M-V/def2-TZVPD" e_lumo_ev="0.80 / 0.80" de_lowest_ev=6.099 charge=0 gap_ev="8.8648 / 8.8654" spin_multiplicity=1
C -2.12 -0.19 -0.10
C -1.29 0.84 0.03
C -0.80 -0.58 -0.02
C 1.95 -0.07 -0.04
N 0.22 -1.27 -0.10
H -3.00 -0.64 0.08
H -1.27 1.84 0.08
H 1.62 0.54 -0.76
H 2.71 -0.81 -0.11
H 1.98 0.34 0.94

No. 2
21
Properties=species:S:1:pos:R:3 method="wB97M-V/def2-TZVPD" e_lumo_ev=-3.59 de_lowest_ev=0.000 charge=0 gap_ev=4.6020 spin_multiplicity=1
C 0.10 -0.57 2.29
C -0.58 0.62 1.62
I -0.79 2.15 3.16
C 0.22 1.25 0.48
N 0.59 0.30 -0.58
C -0.40 0.08 -1.58
O 0.20 -0.67 -2.69
N 1.53 -0.45 -2.86
O 1.88 -0.68 -3.96
C -1.59 -0.77 -1.07
O -2.64 -0.16 -0.79
O -1.39 -1.99 -0.98
H 0.95 -0.22 2.88
H 0.49 -1.29 1.55
H -0.60 -1.12 2.91
H -1.61 0.40 1.33
H 1.12 1.71 0.89
H -0.41 2.01 0.02
H 0.92 -0.58 -0.21
H -0.78 1.02 -1.97
Ag 2.80 -1.03 -0.46

No. 3
2
Properties=species:S:1:pos:R:3 method="wB97M-V/def2-TZVPD" smiles=N#N e_lumo_ev=1.39 de_lowest_ev=0.222 charge=0 gap_ev=16.1069 spin_multiplicity=1
N 0.00 0.00 0.57
N 0.00 0.00 -0.57

No. 4
29
Properties=species:S:1:pos:R:3 method="wB97M-V/def2-TZVPD" smiles="CNC(=O)[C@@H](C)NC(=O)CNC(C)=O" e_lumo_ev=0.68 de_lowest_ev=1.228 charge=0 gap_ev=10.0010 spin_multiplicity=1
O 2.39 -2.35 -0.48
O -0.58 -0.27 -2.22
O -2.08 0.51 1.73
C 1.87 -2.64 -1.53
C -0.44 -0.77 -1.15
C -1.46 1.47 1.30
N -1.71 2.65 1.91
N 0.54 -2.96 -1.70
N -0.26 -0.11 -0.02
C 2.73 -2.58 -2.67
C -2.53 2.90 3.11
C -0.46 -2.35 -0.91
C 0.89 1.85 0.73
C -0.38 1.34 0.19
H -1.20 3.46 1.54
H 0.22 -3.15 -2.65
H 0.07 -0.67 0.73
H 2.57 -1.56 -3.17
H 3.74 -2.76 -2.23
H 2.52 -3.41 -3.32
H -1.95 2.47 3.96
H -2.54 3.96 3.29
H -3.63 2.50 3.00
H -1.38 -2.60 -1.28
H -0.26 -2.77 0.10
H 1.35 1.27 1.62
H 0.89 2.97 0.95
H 1.63 1.77 -0.09
H -0.57 1.83 -0.74

No. 5
63
Properties=species:S:1:pos:R:3 method="wB97M-V/def2-TZVPD" e_lumo_ev=-5.19 de_lowest_ev=0.132 charge=+1 gap_ev=6.2829 spin_multiplicity=1
N 2.20 -1.77 -2.04
N 1.29 -1.62 -1.35
N 0.23 -1.37 -0.76
C 0.20 -1.69 0.67
C -1.25 -2.12 0.96
C -1.57 -2.91 2.06
C -2.89 -3.31 2.28
C -3.91 -2.88 1.42
C -3.59 -2.09 0.31
C -2.26 -1.72 0.08
C 1.17 -2.87 0.91
C 0.99 -4.00 0.11
C 1.80 -5.13 0.27
C 2.79 -5.15 1.26
C 2.94 -4.04 2.09
C 2.14 -2.90 1.92
C 0.53 -0.40 1.48
C -0.63 0.48 1.94
C 0.05 1.80 2.34
C 1.41 1.79 1.62
N 1.36 0.58 0.80
H -0.77 -3.23 2.74
H -3.13 -3.94 3.14
H -4.95 -3.18 1.61
H -4.36 -1.76 -0.38
H -2.01 -1.13 -0.81
H 0.17 -4.04 -0.63
H 1.64 -5.99 -0.39
H 3.44 -6.02 1.37
H 3.68 -4.04 2.90
H 2.31 -2.04 2.57
H 1.05 -0.71 2.40
H -1.29 0.66 1.09
H -1.21 0.02 2.75
H -0.55 2.67 2.04
H 0.20 1.85 3.43
H 1.61 2.69 1.02
H 2.20 1.71 2.38
H 2.27 0.23 0.49
F -3.66 5.68 0.28
C -2.74 4.72 -0.03
C -3.10 3.39 0.10
C -2.21 2.41 -0.30
C -0.89 2.75 -0.75
C 0.08 1.74 -1.08
C 0.89 1.93 -2.25
C 2.16 1.30 -2.38
C 2.83 1.31 -3.60
C 2.29 1.99 -4.70
C 1.07 2.69 -4.58
C 0.39 2.67 -3.37
C -0.58 4.14 -0.88
C -1.50 5.13 -0.53
H -4.08 3.11 0.49
H -2.51 1.35 -0.31
H -0.07 0.73 -0.72
H 2.58 0.86 -1.48
H 3.77 0.76 -3.70
H 2.81 1.96 -5.66
H 0.64 3.22 -5.43
H -0.58 3.17 -3.28
H 0.41 4.42 -1.25
H -1.26 6.18 -0.67

No. 6
84
Properties=species:S:1:pos:R:3 method="wB97M-V/def2-TZVPD" e_lumo_ev=-0.52 de_lowest_ev=0.349 charge=0 gap_ev=7.4490 spin_multiplicity=1
Y -0.01 -0.24 0.04
C 0.95 -3.73 -4.69
C 1.58 -2.75 -3.94
C 0.89 -2.07 -2.96
C -0.44 -2.38 -2.72
C -1.09 -3.36 -3.46
C -0.39 -4.03 -4.45
N -1.08 -1.69 -1.63
N -2.31 -1.88 -1.53
C -2.97 -1.27 -0.43
C -4.35 -1.50 -0.43
C -5.13 -0.96 0.57
C -4.51 -0.21 1.57
C -3.13 0.00 1.54
C -2.30 -0.52 0.54
H 1.50 -4.26 -5.46
H 2.62 -2.50 -4.12
H 1.38 -1.30 -2.37
H -2.12 -3.60 -3.26
H -0.88 -4.79 -5.03
H -4.78 -2.10 -1.22
H -6.20 -1.12 0.59
H -5.10 0.22 2.36
H -2.70 0.59 2.34
N 2.13 1.15 0.46
C 2.22 2.19 -0.58
C 1.61 1.67 -1.89
O 2.09 2.00 -2.95
O 0.58 0.90 -1.72
H 2.47 1.51 1.35
H 2.74 0.37 0.21
H 3.23 2.54 -0.77
H 1.61 3.05 -0.26
O 1.47 -0.59 6.83
C 0.94 -0.65 5.59
C 0.56 -1.84 4.98
C 0.08 -1.79 3.69
N -0.07 -0.65 2.99
C 0.25 0.46 3.63
Br -0.10 2.06 2.67
C 0.77 0.55 4.90
H 1.54 -1.48 7.20
H 0.67 -2.79 5.48
H -0.18 -2.70 3.19
H 1.02 1.49 5.36
O 1.68 -1.59 0.22
C 2.06 -2.90 0.42
C 0.91 -3.85 0.14
C -0.37 -3.69 0.60
C -1.27 -4.67 0.10
C -0.65 -5.55 -0.73
S 1.01 -5.20 -0.91
C 3.26 -3.20 -0.47
C 4.00 -4.33 -0.64
C 5.09 -4.15 -1.53
C 5.15 -2.87 -2.01
S 3.90 -1.89 -1.39
C 2.52 -3.05 1.85
C 2.52 -4.13 2.67
C 3.23 -3.91 3.88
C 3.77 -2.66 3.95
S 3.39 -1.74 2.55
H -0.68 -2.87 1.23
H -2.32 -4.68 0.33
H -1.08 -6.38 -1.26
H 3.79 -5.25 -0.12
H 5.78 -4.93 -1.80
H 5.87 -2.46 -2.70
H 2.03 -5.06 2.41
H 3.35 -4.65 4.66
H 4.35 -2.23 4.74
C -3.65 3.60 -0.57
Sb -1.79 2.58 -0.91
C -0.90 4.15 -2.07
C -2.53 1.50 -2.60
H -4.02 3.98 -1.51
H -3.52 4.42 0.13
H -4.38 2.90 -0.15
H -1.64 4.49 -2.79
H -0.03 3.77 -2.61
H -0.61 4.98 -1.44
H -2.98 2.22 -3.29
H -3.29 0.78 -2.29
H -1.71 0.98 -3.09

No. 7
19
Properties=species:S:1:pos:R:3 method="wB97M-V/def2-TZVPD" e_lumo_ev=0.60 de_lowest_ev=2.382 charge=0 gap_ev=9.1159 spin_multiplicity=1
C 0.98 -1.62 0.73
C 0.90 -0.45 -0.27
C 0.21 0.79 0.34
C -0.04 1.88 -0.71
C -1.02 0.44 1.21
H 0.00 -2.12 0.86
H 1.27 -1.24 1.73
H 1.70 -2.41 0.42
H 1.95 -0.17 -0.58
H 0.64 -1.66 -1.80
H 0.93 1.23 1.00
H -0.74 1.68 -1.51
H 0.81 2.22 -1.26
H -0.41 2.74 -0.15
H -0.84 0.63 2.33
H -1.60 -0.43 -1.31
N -2.18 -0.08 1.00
O 0.15 -0.83 -1.51
S -2.72 -0.62 -0.53

No. 8
71
Properties=species:S:1:pos:R:3 method="wB97M-V/def2-TZVPD" e_lumo_ev="-1.74 / -1.74" de_lowest_ev=0.303 charge=+1 gap_ev="7.7459 / 8.6765" spin_multiplicity=4 s_squared=3.755
V -1.29 -0.41 -0.79
C 0.79 -2.94 -0.36
C 0.10 -2.63 0.97
N -0.32 -1.22 1.01
C -1.17 -0.82 2.12
C -1.41 0.71 2.03
N -1.04 1.24 0.69
C -1.56 2.61 0.42
C -2.14 2.76 -0.98
C -1.13 2.75 -2.15
N 0.03 1.90 -1.88
C 0.56 1.17 -3.04
C 1.42 -0.01 -2.60
N 0.91 -0.60 -1.34
C 1.65 -1.83 -0.96
H 0.04 -3.22 -1.10
H 1.43 -3.81 -0.21
H 0.76 -2.83 1.82
H -0.79 -3.25 1.09
H 0.53 -0.67 1.07
H -0.74 -1.08 3.09
H -2.12 -1.35 2.03
H -0.84 1.24 2.81
H -2.47 0.92 2.19
H -0.03 1.34 0.70
H -0.76 3.34 0.59
H -2.34 2.83 1.15
H -2.69 3.70 -1.02
H -2.87 1.97 -1.12
H -0.83 3.77 -2.40
H -1.64 2.35 -3.03
H 0.77 2.46 -1.47
H 1.13 1.81 -3.73
H -0.30 0.79 -3.59
H 2.46 0.29 -2.46
H 1.39 -0.78 -3.38
H 1.17 0.10 -0.65
H 2.47 -1.55 -0.28
H 2.12 -2.23 -1.86
C -3.36 -2.51 -3.90
S -1.95 -1.75 -3.17
O -0.83 -1.98 -4.04
O -2.28 -0.30 -2.98
O -1.83 -2.31 -1.81
H -3.51 -2.08 -4.88
H -4.22 -2.35 -3.25
H -3.14 -3.58 -3.98
C 5.50 0.44 0.88
N 5.03 0.54 2.25
C 5.80 0.35 3.38
C 4.99 0.53 4.44
N 3.73 0.83 3.95
C 2.55 1.11 4.75
C 3.76 0.83 2.60
Se 2.36 1.20 1.47
H 6.58 0.34 0.89
H 5.21 1.33 0.33
H 5.06 -0.43 0.39
H 6.84 0.11 3.33
H 5.19 0.49 5.50
H 2.85 1.17 5.79
H 1.82 0.32 4.62
H 2.12 2.06 4.44
N -5.50 -0.57 0.47
C -4.48 -0.39 -0.40
N -4.78 -0.11 -1.67
O -3.30 -0.44 0.01
H -6.44 -0.74 0.15
H -5.26 -0.92 1.39
H -5.73 0.00 -1.98
H -4.02 -0.03 -2.34

No. 9
21
Properties=species:S:1:pos:R:3 method="wB97M-V/def2-TZVPD" e_lumo_ev=-4.40 de_lowest_ev=2.854 charge=+1 gap_ev=9.1400 spin_multiplicity=1
C 0.14 -0.30 -2.06
C 1.53 -0.15 0.19
C 0.07 0.52 0.51
C 0.27 2.01 1.06
C -0.47 -0.40 1.56
N -0.73 0.56 -0.78
N -0.27 -0.64 -3.27
N -0.65 -1.78 1.09
S 1.73 -0.40 -1.61
H 2.37 0.46 0.56
H 1.49 -1.05 0.83
H -0.73 2.44 0.90
H 0.96 2.61 0.47
H 0.45 1.97 2.07
H -1.53 0.00 1.73
H 0.31 -0.13 2.27
H -1.27 -0.84 -3.37
H 0.48 -1.19 -3.67
H -1.74 0.17 -0.77
H -1.31 -1.64 0.38
H -1.09 -2.23 1.91

No. 10
8
Properties=species:S:1:pos:R:3 method="wB97M-V/def2-TZVPD" smiles="C1=PC1.Cl" e_lumo_ev=0.19 de_lowest_ev=2.291 charge=0 gap_ev=9.1656 spin_multiplicity=1
C -0.24 0.93 0.71
C 0.50 1.24 -0.55
P 0.25 -0.48 0.05
Cl 3.65 0.60 -0.19
H 3.70 1.73 -0.75
H -0.99 1.37 1.27
H -0.02 1.35 -1.46
H 1.58 1.45 -0.67

No. 11
18
Properties=species:S:1:pos:R:3 method="wB97M-V/def2-TZVPD" e_lumo_ev="3.61 / 3.60" de_lowest_ev=3.217 charge=-1 gap_ev="4.8681 / 7.4807" spin_multiplicity=2 s_squared=0.753
O -0.17 -0.30 -1.20
Cu 0.26 -2.33 -2.45
O 0.54 -2.19 -0.34
C 0.33 -0.95 -0.06
C -0.27 1.12 -1.19
C -0.57 1.59 -2.60
H -1.06 1.42 -0.49
H 0.69 1.54 -0.84
H -1.56 1.22 -2.93
H -0.59 2.69 -2.62
H 0.19 1.24 -3.30
O -0.55 -0.73 1.02
C 0.40 -0.59 2.34
C 0.09 -1.12 3.53
H 1.32 -0.45 0.70
H 1.07 0.27 2.30
H -0.94 -1.36 3.79
H 0.82 -1.06 4.34

No. 12
135
Properties=species:S:1:pos:R:3 method="wB97M-V/def2-TZVPD" e_lumo_ev=0.06 charge=0 gap_ev=10.3005 spin_multiplicity=1
C -6.09 5.43 -2.11
C -5.35 4.24 -2.75
O -3.92 4.27 -2.62
C -3.40 5.51 -2.84
O -3.03 6.10 -1.90
C -3.21 6.15 -4.22
C -3.30 5.15 -5.41
C -4.62 5.21 -6.25
Si -4.89 6.82 -7.25
C -3.47 8.08 -6.99
O -6.44 7.53 -7.06
Si -6.92 7.79 -5.45
H -5.89 6.41 -2.57
H -7.17 5.24 -2.26
H -5.95 5.45 -1.02
H -5.68 3.35 -2.22
H -5.67 4.09 -3.80
H -2.19 6.55 -4.22
H -3.87 7.02 -4.32
H -3.12 4.11 -5.13
H -2.49 5.44 -6.11
H -4.55 4.39 -6.99
H -5.46 4.94 -5.59
H -4.80 6.44 -8.68
H -3.50 8.75 -7.87
H -3.55 8.62 -6.03
H -2.52 7.53 -7.09
H -6.07 7.04 -4.52
H -7.05 9.21 -5.10
H -8.28 7.22 -5.31
C -4.15 11.16 -4.71
Cl -3.98 9.58 -3.94
Cl -5.57 12.02 -4.12
H -3.26 11.75 -4.49
H -4.24 11.02 -5.78
C -2.84 3.86 1.47
Cl -2.30 2.66 2.66
Cl -2.19 3.51 -0.14
H -3.92 3.84 1.43
H -2.50 4.84 1.78
C -0.31 9.85 -5.59
Cl -0.06 8.11 -5.36
Cl -1.03 10.20 -7.16
H -0.97 10.21 -4.81
H 0.65 10.35 -5.52
C 0.59 4.30 4.59
Cl 0.46 5.92 3.92
Cl 2.17 3.59 4.28
H 0.44 4.35 5.66
H -0.18 3.67 4.15
C -4.40 0.65 -3.89
Cl -4.35 -0.87 -4.81
Cl -6.02 1.33 -3.83
H -4.06 0.45 -2.88
H -3.74 1.36 -4.37
C -5.54 -3.94 -2.85
Cl -5.57 -5.55 -3.58
Cl -4.59 -3.92 -1.35
H -5.09 -3.25 -3.55
H -6.55 -3.63 -2.62
C 0.18 9.57 -1.79
Cl 1.63 9.55 -2.80
Cl -0.98 10.79 -2.35
H -0.29 8.60 -1.83
H 0.47 9.81 -0.77
C 5.57 2.01 5.02
Cl 5.81 0.54 4.07
Cl 6.59 2.01 6.47
H 5.82 2.87 4.41
H 4.53 2.06 5.32
C 3.49 -0.77 1.31
Cl 3.74 -2.08 0.15
Cl 1.78 -0.43 1.53
H 3.92 -1.06 2.26
H 3.99 0.13 0.95
C 3.69 -5.41 -1.14
Cl 4.08 -6.61 0.09
Cl 4.37 -5.84 -2.72
H 2.61 -5.34 -1.23
H 4.10 -4.45 -0.83
C 1.24 -6.37 2.57
Cl 1.29 -4.61 2.71
Cl -0.42 -6.95 2.64
H 1.68 -6.66 1.62
H 1.81 -6.80 3.38
C 5.83 -8.27 3.24
Cl 6.28 -9.89 3.80
Cl 4.31 -7.74 3.96
H 6.61 -7.58 3.53
H 5.73 -8.29 2.17
C 4.17 -10.61 6.54
Cl 4.90 -10.55 8.15
Cl 2.84 -11.78 6.47
H 3.79 -9.63 6.29
H 4.93 -10.91 5.82
C 5.21 -2.12 -3.56
Cl 6.57 -1.65 -4.58
Cl 3.79 -1.10 -3.86
H 4.94 -3.15 -3.78
H 5.50 -2.02 -2.52
C 1.05 3.57 8.74
Cl 2.05 2.82 7.48
Cl 0.36 5.11 8.20
H 0.25 2.90 9.00
H 1.67 3.76 9.61
C 7.53 -4.66 4.56
Cl 8.38 -6.21 4.44
Cl 6.53 -4.37 3.13
H 6.88 -4.68 5.44
H 8.25 -3.87 4.66
C -4.01 -7.47 0.99
Cl -3.64 -9.20 1.09
Cl -4.73 -7.06 -0.57
H -4.71 -7.21 1.78
H -3.09 -6.92 1.11
C 8.00 -12.89 4.86
Cl 7.04 -14.10 5.72
Cl 9.66 -12.84 5.46
H 8.01 -13.14 3.80
H 7.54 -11.91 5.00
C 7.26 -15.81 2.07
Cl 7.32 -14.24 1.26
Cl 8.78 -16.69 1.90
H 7.06 -15.65 3.13
H 6.46 -16.40 1.63
C -4.55 1.59 0.37
Cl -4.49 0.08 -0.55
Cl -6.18 2.25 0.43
H -4.21 1.40 1.38
H -3.89 2.31 -0.10
C 0.30 -4.28 6.73
Cl 0.95 -2.65 6.95
Cl 1.43 -5.31 5.83
H 0.13 -4.73 7.70
H -0.63 -4.22 6.18

No. 13
11
Properties=species:S:1:pos:R:3 method="wB97M-V/def2-TZVPD" e_lumo_ev=0.38 de_lowest_ev=3.540 charge=0 gap_ev=9.3846 spin_multiplicity=1
O -2.27 0.04 -0.53
C -1.07 -0.07 -0.44
N -0.16 0.90 -0.24
C 1.25 0.71 0.07
C -0.49 -2.26 0.31
O -0.44 -1.33 -0.62
H -0.57 1.81 -0.12
H 1.82 1.52 -0.40
H 1.43 0.72 1.15
H -1.08 -1.80 1.16
H 1.59 -0.23 -0.35